(1)
Below is a structure of composition C38H40EuF4N6, with properties calculated with the ωB97M-V functional and the def2-TZVPD basis.

Each line ends with the Löwdin charge.
Cartesian coordinates (Å):
Eu1 -0.376 0.982 -0.995  1.56
C1 -3.393 0.489 -2.980  -0.11
N1 -2.956 0.546 -1.595  -0.36
C2 -3.003 -0.787 -1.012  -0.12
C3 -3.783 1.496 -0.830  -0.21
C4 -3.204 1.979 0.489  -0.24
N2 -1.839 2.417 0.282  -0.11
C5 -1.219 3.268 1.121  -0.22
C6 0.155 3.565 0.899  -0.18
F1 0.785 2.918 -0.128  -0.05
C7 0.920 4.382 1.685  -0.24
F2 2.216 4.554 1.368  0.08
C8 0.394 5.022 2.795  0.04
C9 -0.934 4.758 3.046  -0.24
F3 -1.521 5.325 4.120  0.08
C10 -1.711 3.933 2.265  -0.16
F4 -2.990 3.727 2.664  0.06
H1 -4.420 0.106 -3.074  0.09
H2 -2.730 -0.162 -3.553  0.09
H3 -3.367 1.491 -3.412  0.07
H4 -4.024 -1.204 -1.026  0.10
H5 -2.666 -0.748 0.021  0.04
H6 -2.334 -1.453 -1.559  0.08
H7 -4.779 1.053 -0.658  0.13
H8 -3.928 2.368 -1.473  0.11
H9 -3.270 1.189 1.254  0.11
H10 -3.873 2.770 0.834  0.11
H11 0.977 5.687 3.415  0.13
C11 -0.118 -4.941 1.070  -0.03
C12 1.229 -4.836 1.735  -0.22
C13 2.034 -5.962 1.907  -0.04
C14 3.243 -5.905 2.587  -0.08
C15 3.676 -4.696 3.112  -0.08
C16 2.907 -3.557 2.926  -0.02
C17 1.698 -3.619 2.239  -0.23
N3 0.925 -2.435 2.101  0.14
C18 0.740 -1.727 0.909  -0.36
N4 1.428 -2.257 -0.133  0.14
C19 1.499 -1.982 -1.563  -0.23
C20 0.816 -0.936 -2.158  -0.23
C21 1.011 -0.837 -3.539  -0.21
C22 1.814 -1.696 -4.283  -0.11
C23 2.484 -2.712 -3.617  -0.08
C24 2.344 -2.877 -2.244  -0.23
C25 3.092 -3.989 -1.548  -0.05
N5 0.010 -0.649 0.891  0.00
C26 -0.481 -0.202 2.154  -0.28
C27 0.223 0.832 2.778  -0.04
C28 -0.197 1.378 3.979  -0.08
C29 -1.338 0.874 4.591  -0.08
C30 -2.014 -0.179 3.996  -0.05
C31 -1.606 -0.743 2.786  -0.23
C32 -2.359 -1.928 2.233  -0.05
H12 -0.410 -5.986 0.964  0.08
H13 -0.129 -4.483 0.078  0.08
H14 -0.881 -4.428 1.661  0.07
H15 1.688 -6.913 1.516  0.11
H16 3.838 -6.801 2.714  0.10
H17 4.613 -4.634 3.651  0.10
H18 3.245 -2.598 3.302  0.12
H19 0.788 -1.879 2.931  0.14
H20 2.004 -3.030 0.152  0.08
H21 0.492 -0.054 -4.101  0.06
H22 1.919 -1.579 -5.357  0.09
H23 3.129 -3.395 -4.163  0.10
H24 3.716 -4.530 -2.259  0.08
H25 2.421 -4.722 -1.085  0.07
H26 3.754 -3.620 -0.755  0.09
H27 1.108 1.216 2.283  0.12
H28 0.355 2.201 4.418  0.11
H29 -1.696 1.295 5.523  0.10
H30 -2.894 -0.592 4.481  0.11
H31 -3.374 -1.649 1.938  0.08
H32 -2.445 -2.716 2.984  0.09
H33 -1.864 -2.353 1.361  0.05
N6 -0.852 2.787 -2.991  0.02
C33 0.304 3.575 -3.308  -0.33
C34 1.526 2.928 -3.451  -0.05
C35 2.674 3.658 -3.722  -0.07
C36 2.617 5.042 -3.830  -0.09
C37 1.396 5.689 -3.674  -0.08
C38 0.242 4.957 -3.423  -0.04
H34 -1.595 3.362 -2.608  0.08
H35 -1.216 2.334 -3.824  0.09
H36 1.584 1.850 -3.361  0.08
H37 3.619 3.140 -3.834  0.11
H38 3.515 5.613 -4.029  0.10
H39 1.337 6.768 -3.750  0.10
H40 -0.713 5.459 -3.303  0.11

Output
* 2S+1: 8
* calculated total energy: -79195.296 eV


(2)
Below is a structure of composition C38H40FN2P2RuS3, with properties calculated with the ωB97M-V functional and the def2-TZVPD basis.

Each line ends with the Löwdin charge.
Cartesian coordinates (Å):
Ru1 -0.492 -1.321 0.954  0.69
C1 -1.476 -0.573 3.544  -0.25
C2 -1.858 -2.036 3.582  -0.18
N1 -1.829 -2.520 2.192  -0.20
C3 -1.505 -3.952 2.078  -0.28
C4 -0.029 -4.206 2.347  -0.40
S1 1.083 -2.836 1.855  0.88
C5 1.416 -2.023 3.452  -0.39
C6 0.963 -0.569 3.356  -0.30
N2 -0.316 -0.341 2.711  -0.32
H1 -2.297 0.013 3.107  0.10
H2 -1.318 -0.210 4.569  0.13
H3 -1.134 -2.607 4.163  0.10
H4 -2.837 -2.207 4.043  0.13
H5 -2.730 -2.328 1.763  0.08
H6 -2.111 -4.554 2.767  0.12
H7 -1.744 -4.254 1.063  0.06
H8 0.171 -4.406 3.399  0.07
H9 0.294 -5.079 1.781  0.08
H10 0.911 -2.571 4.245  0.06
H11 2.490 -2.093 3.638  0.08
H12 0.973 -0.127 4.362  0.12
H13 1.696 -0.010 2.759  0.10
H14 -0.307 1.153 2.498  0.01
S2 -0.398 -3.145 -0.947  0.33
P1 0.859 -1.661 -1.473  0.41
C7 0.225 -0.267 -0.692  -0.66
P2 -1.261 0.450 -1.227  0.45
S3 -2.597 -0.230 0.092  0.36
C8 -1.756 0.069 -2.933  -0.33
C9 -2.605 -1.003 -3.190  -0.11
C10 -2.936 -1.325 -4.498  -0.08
C11 -2.415 -0.589 -5.550  -0.09
C12 -1.562 0.478 -5.298  -0.08
C13 -1.239 0.813 -3.993  -0.08
C14 -1.198 2.240 -1.204  -0.38
C15 -2.350 2.991 -1.001  -0.09
C16 -2.267 4.370 -0.934  -0.07
C17 -1.038 5.002 -1.078  -0.08
C18 0.109 4.256 -1.294  -0.08
C19 0.032 2.873 -1.352  -0.11
C20 2.554 -1.910 -0.901  -0.38
C21 3.324 -2.933 -1.445  -0.08
C22 4.619 -3.138 -0.997  -0.08
C23 5.151 -2.315 -0.013  -0.09
C24 4.394 -1.281 0.516  -0.08
C25 3.095 -1.074 0.074  -0.13
C26 1.110 -1.570 -3.259  -0.35
C27 1.942 -0.565 -3.752  -0.08
C28 2.166 -0.459 -5.113  -0.08
C29 1.563 -1.355 -5.987  -0.09
C30 0.732 -2.352 -5.499  -0.08
C31 0.501 -2.460 -4.135  -0.10
H15 -3.000 -1.575 -2.360  0.07
H16 -3.604 -2.154 -4.695  0.10
H17 -2.674 -0.843 -6.570  0.10
H18 -1.154 1.055 -6.118  0.11
H19 -0.590 1.657 -3.798  0.11
H20 -3.298 2.488 -0.852  0.09
H21 -3.157 4.956 -0.743  0.10
H22 -0.974 6.080 -1.003  0.10
H23 1.068 4.748 -1.391  0.10
H24 0.927 2.271 -1.463  0.10
H25 2.908 -3.573 -2.214  0.11
H26 5.217 -3.936 -1.417  0.10
H27 6.164 -2.475 0.334  0.10
H28 4.819 -0.629 1.270  0.10
H29 2.484 -0.264 0.455  0.08
H30 2.417 0.125 -3.063  0.11
H31 2.813 0.320 -5.495  0.10
H32 1.741 -1.272 -7.051  0.10
H33 0.256 -3.044 -6.182  0.11
H34 -0.159 -3.224 -3.742  0.08
F1 -0.781 6.123 6.140  0.03
C32 -0.718 5.182 5.156  -0.30
C33 0.494 4.917 4.568  -0.02
C34 0.550 3.954 3.565  -0.04
C35 -0.589 3.254 3.149  -0.25
C36 -0.511 2.202 2.103  -0.08
C37 -1.800 3.578 3.775  -0.04
C38 -1.870 4.537 4.782  -0.02
H35 1.375 5.457 4.888  0.11
H36 1.501 3.737 3.092  0.11
H37 -1.435 1.931 1.614  0.04
H38 0.320 2.300 1.399  0.08
H39 -2.705 3.075 3.454  0.11
H40 -2.805 4.789 5.265  0.11

Output
* 2S+1: 2
* calculated total energy: -99419.152 eV


(3)
Below is a structure of composition C38H41BBeF4N7O, with properties calculated with the ωB97M-V functional and the def2-TZVPD basis.

Each line ends with the Löwdin charge.
Cartesian coordinates (Å):
Be1 1.433 0.487 -0.790  0.92
B1 -0.926 0.672 0.667  -1.34
F1 -0.517 1.705 -0.177  0.11
F2 -2.243 0.663 1.042  0.17
F3 -0.681 -0.512 -0.110  0.07
F4 -0.048 0.711 1.745  0.13
N1 2.563 -0.230 1.125  0.06
C1 3.793 0.095 1.535  -0.13
C2 4.403 -0.383 2.674  -0.04
C3 3.701 -1.318 3.434  -0.03
C4 2.362 -1.542 3.135  -0.02
C5 1.901 -1.074 1.903  -0.15
H1 4.305 0.853 0.953  0.10
H2 5.453 -0.173 2.815  0.11
H3 4.069 -1.751 4.355  0.12
H4 1.745 -2.208 3.721  0.11
H5 0.840 -1.234 1.782  0.09
N2 -1.883 5.334 1.955  0.05
C6 -2.587 4.250 1.656  -0.16
C7 -3.071 3.362 2.614  -0.06
C8 -2.665 3.568 3.925  -0.07
C9 -1.856 4.658 4.233  -0.07
C10 -1.481 5.511 3.223  -0.16
H6 -2.786 4.079 0.604  0.10
H7 -3.508 2.395 2.412  0.10
H8 -3.054 2.876 4.661  0.11
H9 -1.549 4.744 5.268  0.10
H10 -0.781 6.331 3.327  0.10
N3 2.460 2.861 0.254  0.04
C11 1.577 3.663 0.874  -0.12
C12 1.669 5.028 0.961  -0.03
C13 2.748 5.640 0.308  -0.05
C14 3.658 4.852 -0.362  -0.06
C15 3.479 3.467 -0.360  -0.17
H11 0.691 3.162 1.245  0.10
H12 0.927 5.601 1.496  0.09
H13 2.736 6.719 0.226  0.11
H14 4.431 5.317 -0.958  0.11
H15 4.191 2.762 -0.774  0.10
N4 1.139 2.361 -2.379  0.03
C16 2.154 2.762 -3.138  -0.15
C17 1.999 3.645 -4.204  -0.04
C18 0.745 4.204 -4.424  -0.04
C19 -0.281 3.822 -3.579  -0.03
C20 -0.084 2.848 -2.622  -0.12
H16 3.120 2.269 -3.123  0.11
H17 2.836 3.909 -4.835  0.11
H18 0.662 4.993 -5.158  0.12
H19 -1.227 4.334 -3.702  0.12
H20 -0.908 2.418 -2.080  0.10
N5 -2.071 -3.797 4.928  0.05
C21 -1.187 -3.669 3.933  -0.16
C22 -1.408 -2.866 2.830  -0.08
C23 -2.624 -2.230 2.749  -0.08
C24 -3.578 -2.382 3.727  -0.06
C25 -3.230 -3.138 4.854  -0.13
H21 -0.288 -4.257 4.084  0.10
H22 -0.788 -2.813 1.943  0.08
H23 -2.864 -1.614 1.890  0.10
H24 -4.565 -1.943 3.681  0.10
H25 -3.980 -3.231 5.630  0.10
N6 0.449 -0.248 -2.845  0.05
C26 1.132 -0.940 -3.764  -0.15
C27 0.603 -1.634 -4.833  -0.05
C28 -0.763 -1.835 -4.826  -0.04
C29 -1.551 -1.194 -3.870  -0.03
C30 -0.888 -0.419 -2.941  -0.12
H26 2.214 -0.862 -3.703  0.11
H27 1.213 -2.132 -5.572  0.12
H28 -1.307 -2.397 -5.575  0.12
H29 -2.626 -1.229 -3.962  0.12
H30 -1.427 0.187 -2.224  0.10
N7 -3.313 -5.520 -1.711  0.06
C31 -4.460 -4.849 -1.874  -0.14
C32 -4.596 -3.486 -1.650  -0.07
C33 -3.490 -2.764 -1.213  -0.09
C34 -2.343 -3.477 -0.942  -0.09
C35 -2.305 -4.849 -1.160  -0.15
H31 -5.293 -5.369 -2.330  0.11
H32 -5.505 -2.962 -1.910  0.10
H33 -3.488 -1.694 -1.049  0.11
H34 -1.426 -2.994 -0.621  0.08
H35 -1.452 -5.455 -0.875  0.09
C36 2.605 -3.920 -2.008  -0.01
C37 1.838 -3.430 -0.830  -0.46
O1 1.399 -2.302 -0.729  0.02
C38 1.793 -4.402 0.332  0.00
H36 2.436 -4.991 -2.150  0.10
H37 3.662 -3.916 -1.717  0.10
H38 2.512 -3.448 -2.982  0.07
H39 0.950 -5.089 0.217  0.09
H40 1.650 -3.950 1.313  0.07
H41 2.706 -4.994 0.405  0.09

Output
* calculated total energy: -64495.818 eV
* net charge: +1


Number 3 is which compound? C38H41BBeF4N7O


calculated total energy of number 3 (C38H41BBeF4N7O)? -64495.818 eV


Which value of calculated total energy does entry 2 give? -99419.152 eV


Among the records above, which one has the highest calculated total energy? C38H41BBeF4N7O